Formula: C20H8Cl68N3O
Source: the OMol25 dataset
Level of theory: ωB97M-V/def2-TZVPD

Results
Gap between HOMO and LUMO: 9.34 eV
Net charge: +1

```
100
Properties=species:S:1:pos:R:3:forces:R:3
N -1.4030 -4.2834 0.4377 -0.092 -0.309 0.174
C -0.1378 -4.0130 0.6794 2.846 -1.087 0.113
N 0.3664 -3.2479 1.6377 -1.411 3.194 -0.122
C 1.6004 -2.5890 1.1280 0.405 -0.776 0.308
C 1.5834 -3.0833 -0.2834 -0.683 0.023 -1.383
O 2.7175 -3.0448 -1.0393 0.389 -0.454 0.637
N 0.9828 -4.4278 -0.0276 -1.399 -0.953 -0.577
H -2.0757 -3.5346 0.3957 -0.291 -0.206 0.636
H -1.6771 -5.2420 0.2911 -0.182 0.088 -0.535
H -0.2534 -2.5387 2.0249 -0.294 -0.476 0.548
H 1.5283 -1.5153 1.1776 0.089 0.304 0.384
H 2.4509 -3.0198 1.6442 0.299 0.298 0.141
H 0.8101 -2.5916 -0.8947 -0.061 0.565 0.406
H 2.4560 -2.5999 -1.8501 0.476 0.067 -0.410
H 0.7438 -4.9399 -0.8662 0.122 -0.081 -0.257
C -0.7190 0.8756 4.0170 0.119 0.167 0.079
Cl 0.5249 1.3245 2.8431 -0.039 -0.175 -0.033
Cl -1.7485 -0.3924 3.3075 0.006 -0.162 0.039
Cl 0.0413 0.2658 5.4847 -0.015 -0.043 -0.062
Cl -1.7105 2.2753 4.3994 -0.012 -0.057 -0.048
C 3.0784 -0.6099 -4.4807 0.269 0.119 -0.221
Cl 4.0279 -2.1053 -4.4427 -0.151 -0.021 0.096
Cl 2.4076 -0.3632 -6.0913 -0.060 -0.043 0.109
Cl 1.7436 -0.7262 -3.3124 -0.121 -0.011 0.046
Cl 4.1042 0.7514 -4.0404 -0.090 -0.108 0.041
C -0.8824 -6.3794 -3.3108 -0.094 -0.089 -0.106
Cl -1.5574 -7.5126 -2.1308 0.010 0.020 0.075
Cl 0.8669 -6.2637 -3.0718 0.057 0.015 -0.006
Cl -1.2247 -6.9419 -4.9395 0.020 0.073 0.124
Cl -1.6106 -4.7820 -3.0528 0.026 0.057 -0.046
C 0.8082 -7.3974 3.2185 -0.082 -0.053 0.198
Cl 1.7914 -8.8444 3.3973 -0.056 0.059 -0.050
Cl 0.1848 -7.3164 1.5561 -0.061 -0.091 -0.169
Cl -0.5602 -7.4557 4.3401 0.003 -0.142 -0.452
Cl 1.7956 -5.9665 3.5296 -0.002 -0.001 -0.045
C -1.4352 1.2118 -0.9441 -0.169 0.403 -0.139
Cl -0.4721 -0.2806 -0.9475 -0.021 -0.261 0.150
Cl -2.1812 1.4249 -2.5252 0.087 -0.148 0.175
Cl -2.6881 1.1006 0.2951 0.097 0.014 -0.080
Cl -0.3634 2.5685 -0.6048 -0.135 -0.122 0.125
C 0.9770 5.5318 2.9392 -0.016 0.018 0.127
Cl -0.2213 4.6661 1.9624 0.050 0.099 0.024
Cl 0.2159 6.9439 3.6666 -0.046 -0.323 0.261
Cl 1.5996 4.4643 4.2078 -0.120 -0.140 -0.284
Cl 2.3126 6.0513 1.9046 -0.010 -0.022 -0.017
C 2.8060 6.2365 7.8715 0.022 0.094 0.020
Cl 3.4955 4.6088 7.7703 -0.007 -0.013 -0.012
Cl 2.4649 6.8263 6.2424 0.093 0.233 0.250
Cl 1.3044 6.1813 8.8016 0.013 -0.018 -0.019
Cl 3.9547 7.3136 8.6661 -0.022 -0.041 -0.013
C -4.8258 -0.5381 -5.2991 -0.100 0.060 -0.021
Cl -6.4612 -0.2614 -4.6992 0.297 -0.116 -0.120
Cl -4.8928 -1.0995 -6.9693 0.026 0.041 0.047
Cl -3.9022 0.9682 -5.2108 -0.029 0.003 -0.181
Cl -4.0386 -1.7719 -4.3007 0.058 -0.025 0.055
C 2.6232 4.3899 -4.1178 0.021 0.123 0.012
Cl 2.0111 3.3447 -5.4096 -0.038 -0.017 0.040
Cl 2.2931 6.0771 -4.5100 -0.202 -0.017 0.482
Cl 1.8161 3.9592 -2.6020 0.074 0.001 -0.115
Cl 4.3668 4.1554 -3.9400 -0.002 0.056 -0.016
C -5.0539 -4.3010 2.3930 -0.258 0.062 0.072
Cl -6.7004 -3.7676 2.0828 -0.021 -0.056 -0.052
Cl -4.4094 -5.0734 0.9276 -0.142 -0.090 -0.052
Cl -4.0719 -2.8775 2.7901 0.143 -0.092 0.032
Cl -5.0416 -5.4529 3.7226 0.127 0.096 -0.079
C 6.1948 0.4348 -8.1852 0.032 0.057 -0.030
Cl 4.8441 0.5024 -9.3234 0.000 0.000 0.023
Cl 7.6415 -0.1380 -9.0171 -0.048 0.016 0.030
Cl 6.4875 2.0474 -7.5241 -0.037 -0.013 0.004
Cl 5.7915 -0.6728 -6.8664 0.160 -0.032 -0.094
C 7.4506 9.3694 9.1411 0.027 0.022 -0.006
Cl 7.0788 9.4872 7.4173 -0.005 -0.005 0.017
Cl 6.2362 10.2596 10.0664 -0.004 -0.019 -0.016
Cl 7.4298 7.6715 9.6311 0.023 0.002 0.007
Cl 9.0482 10.0541 9.4492 -0.038 -0.015 -0.005
C -10.0505 -2.1200 -4.0265 0.076 -0.040 -0.050
Cl -10.3666 -2.3232 -5.7504 0.026 0.016 0.050
Cl -9.3379 -0.5271 -3.7370 -0.371 0.111 0.127
Cl -11.5624 -2.2626 -3.1256 0.043 0.001 -0.006
Cl -8.9185 -3.3619 -3.4789 0.071 0.302 -0.170
C -0.5932 10.5663 2.0696 0.003 0.032 -0.044
Cl 0.0633 12.1123 1.5273 -0.017 -0.035 0.026
Cl -2.2168 10.3482 1.4079 0.021 -0.004 0.018
Cl 0.4484 9.2513 1.5175 0.045 0.303 -0.300
Cl -0.6696 10.5443 3.8372 0.000 -0.016 0.003
C 4.3821 6.8746 -7.9811 0.033 0.001 -0.040
Cl 5.0317 6.4662 -9.5722 -0.013 0.011 0.043
Cl 3.5547 5.4703 -7.2988 0.231 -0.078 -0.537
Cl 5.7029 7.3510 -6.9075 -0.016 -0.012 0.004
Cl 3.2362 8.2107 -8.1348 0.012 -0.020 0.015
C -8.6977 -7.2160 -1.9489 -0.124 -0.066 -0.013
Cl -7.9430 -7.6288 -3.4922 0.013 0.022 0.020
Cl -9.3648 -8.6731 -1.2089 0.042 0.042 -0.009
Cl -7.4809 -6.5111 -0.8698 0.033 0.030 0.018
Cl -9.9840 -6.0396 -2.2208 -0.054 -0.352 0.172
C 1.9445 -6.8446 7.6670 0.028 0.028 0.111
Cl 1.9431 -8.5303 7.1413 -0.012 0.013 -0.016
Cl 1.6367 -6.7685 9.4029 0.010 0.003 -0.055
Cl 3.5150 -6.1165 7.3107 -0.025 -0.011 -0.020
Cl 0.6798 -5.9599 6.8021 0.128 0.192 0.417
```
Forces are in eV/Å.

=====

Formula: C21H10CdCl4NO2SbSe4
Source: the OMol25 dataset
Level of theory: ωB97M-V/def2-TZVPD

Results
Gap between HOMO and LUMO (alpha / beta): 5.24 / 4.40 eV
Net charge: -2
Relative energy (zero: lowest compared OMol25 entry of this formula, charge and spin): 0.000 eV

```
44
Properties=species:S:1:pos:R:3:forces:R:3
Cd -1.3688 -0.3794 -0.4756 -0.323 0.572 0.702
Cl 0.1519 -7.2079 -1.7479 0.044 -0.049 0.001
C 0.1540 -5.6156 -1.0788 -0.421 0.118 -0.253
C 1.1436 -5.2596 -0.1343 0.086 0.444 0.269
Cl 2.3189 -6.4223 0.3583 0.026 -0.062 -0.030
C 1.1648 -3.9860 0.3918 0.413 -0.500 0.106
Cl 2.3888 -3.5168 1.5192 -0.078 0.035 -0.031
C 0.2070 -2.9975 0.0274 -0.013 0.389 0.147
O 0.2383 -1.8284 0.4683 0.117 -0.509 -0.138
C -0.8629 -3.3915 -0.9140 -0.320 0.354 -0.031
O -1.7627 -2.5736 -1.1994 0.245 -0.504 0.159
C -0.8089 -4.7066 -1.4610 0.147 -0.625 -0.184
Cl -2.0064 -5.1253 -2.6292 -0.002 0.070 0.081
C -2.8810 0.6770 3.6308 -0.170 -0.044 -0.124
C -1.8040 1.3733 4.1601 0.037 0.045 0.129
C -0.7423 1.7304 3.3446 0.159 0.123 -0.113
C -0.7389 1.3692 1.9953 -0.472 0.024 0.400
C -1.8092 0.6334 1.4645 0.167 -0.636 -0.768
C -2.8821 0.3065 2.2880 0.106 0.326 0.476
C 0.3646 1.7933 1.1020 0.056 -0.255 -0.252
C 1.1025 2.9836 1.3387 0.085 0.127 -0.006
C 2.0564 3.3685 0.4489 -0.003 0.060 0.076
C 2.3463 2.5594 -0.6725 -0.159 -0.305 -0.070
C 3.3330 2.8686 -1.6338 0.072 0.056 -0.033
C 3.5928 2.0066 -2.6618 0.084 0.082 -0.015
C 2.8886 0.7896 -2.7667 -0.098 -0.044 0.050
C 1.9086 0.4772 -1.8681 -0.004 -0.002 -0.006
C 1.5967 1.3663 -0.8126 0.206 0.315 0.097
N 0.6056 1.0418 0.0525 0.263 0.023 0.155
H -3.7274 0.4298 4.2647 0.030 -0.010 0.005
H -1.7941 1.6458 5.2098 0.006 0.008 -0.008
H 0.0961 2.2778 3.7665 -0.045 -0.016 0.030
H -3.7436 -0.2109 1.8823 0.029 -0.027 -0.052
H 0.8578 3.5982 2.1940 -0.002 0.014 -0.031
H 2.6050 4.2954 0.5794 -0.031 0.015 0.037
H 3.8796 3.8017 -1.5451 -0.003 -0.010 0.017
H 4.3433 2.2541 -3.4032 0.009 0.006 0.021
H 3.1177 0.1079 -3.5761 -0.019 -0.004 0.002
H 1.3503 -0.4460 -1.9299 -0.032 -0.008 -0.052
Se -2.5163 3.3420 -0.1486 0.190 0.242 0.087
Sb -3.4242 1.9342 -2.0150 -0.760 -0.337 -1.036
Se -4.0023 3.5227 -3.8054 0.310 -0.122 0.466
Se -5.3664 0.7185 -1.1478 0.502 0.034 0.025
Se -1.5708 0.3945 -2.8604 -0.435 0.591 -0.302
```
Forces are in eV/Å.

=====

| no. | calculated total energy (eV) |
| --- | --- |
| 1 | -878900.6016 |
| 2 | -350105.2671 |